Entry 1:
ORCA calculation (ωB97M-V with the def2-TZVPD basis set) on a 12-piece molecular cluster, C6H34O12 overall.

Each line ends with the natural charge from an NBO analysis.
Geometry (Å):
C1 -1.0712 0.5153 1.0050  -0.67
C2 -0.4868 -0.6825 0.2503  -0.44
C3 -1.1185 -1.2669 -0.8865  -0.18
C4 -2.5598 -1.7353 -0.7666  -0.62
C5 -0.3330 -2.6341 -1.2848  -0.55
C6 -0.4671 -2.8949 -2.7611  0.48
O1 -0.3407 -2.2503 -3.7334  -0.53
H1 -1.3973 1.4394 0.6809  0.26
H2 -1.9124 0.2524 1.5872  0.21
H3 -0.2259 1.1410 1.5847  0.19
H4 0.5397 -0.3941 0.0153  0.22
H5 -0.5478 -1.4609 0.9920  0.20
H6 -1.0394 -0.6469 -1.8262  0.20
H7 -2.7942 -2.6470 -1.2575  0.21
H8 -2.7057 -1.7483 0.2705  0.20
H9 -3.3665 -1.0843 -1.1322  0.21
H10 0.7164 -2.5746 -0.8206  0.28
H11 -0.6971 -3.4055 -0.6755  0.22
H12 -0.9432 -3.9533 -2.7694  0.08
O2 -0.6826 4.6329 -1.1674  -0.98
H13 -1.2782 4.2135 -1.6515  0.46
H14 -0.9332 4.3512 -0.2287  0.49
O3 -1.6897 3.2787 0.9370  -1.00
H15 -2.6046 3.4757 0.7958  0.49
H16 -1.5161 3.1315 1.9279  0.52
O4 0.7001 2.1460 -1.1613  -0.99
H17 0.4178 2.5422 -0.3019  0.49
H18 0.7677 3.0336 -1.5662  0.50
O5 -1.2805 2.4900 3.4401  -0.97
H19 -0.6106 1.8999 3.9012  0.52
H20 -2.1001 2.2258 3.9125  0.49
O6 2.7280 0.0311 1.1237  -0.97
H21 3.1228 -0.6140 0.5418  0.51
H22 2.1783 0.5258 0.5403  0.47
O7 3.5748 -0.9228 -1.1653  -1.00
H23 2.7408 -0.5458 -1.6031  0.51
H24 4.1479 -0.6087 -1.9248  0.48
O8 1.3904 -0.0457 -2.6030  -0.99
H25 1.0437 0.8461 -2.7005  0.50
H26 0.8158 -0.6994 -3.0201  0.50
O9 -2.3164 2.0637 -1.5385  -0.95
H27 -1.4145 1.6422 -1.2946  0.49
H28 -2.7932 1.6842 -0.8625  0.45
O10 1.3932 -1.2300 2.5604  -0.98
H29 2.2774 -1.0446 3.0312  0.51
H30 1.1834 -0.5315 1.9960  0.51
O11 1.9677 -3.4448 1.1008  -0.97
H31 2.9000 -3.2653 1.2406  0.47
H32 1.4823 -2.8435 1.6747  0.49
O12 -0.2560 -0.5125 4.3512  -0.99
H33 0.1404 -0.9402 3.6372  0.49
H34 -0.8836 -1.0967 4.8125  0.47

Output
HOMO level   -9.8 eV
SMILES   CC[C@H](C)CC=O.O.O.O.O.O.O.O.O.O.O.O
Orbital gap   0.363 Eh
ΔE to the lowest compared entry with this formula, charge and spin   4.888 eV
F_max   6.85 eV Å⁻¹

---

Entry 2:
ORCA calculation (ωB97M-V with the def2-TZVPD basis set) on a 11-piece molecular cluster, C6H34O14 overall.

Each line ends with the natural charge from an NBO analysis.
Geometry (Å):
O1 3.7847 -1.4844 11.8604  -0.73
C1 2.3845 -1.3462 11.9492  -0.10
C2 1.8532 -0.3476 13.0306  -0.09
O2 2.4204 -0.6735 14.3299  -0.76
H1 3.9419 -2.3852 11.5949  0.48
H2 2.0690 -1.0706 10.9335  0.17
H3 2.0050 -2.3019 12.2794  0.18
H4 0.7862 -0.5287 13.1433  0.20
H5 2.1313 0.6201 12.6152  0.18
H6 3.3062 -0.3682 14.3378  0.49
O3 1.2232 -0.3444 17.2954  -0.74
C3 -0.0726 -0.7995 17.1774  -0.09
C4 -0.5326 -1.4543 18.4626  -0.09
O4 0.2773 -2.5346 18.9294  -0.74
H7 1.6864 -0.4066 16.4899  0.49
H8 -0.7222 0.0746 17.1207  0.17
H9 -0.2209 -1.4784 16.3415  0.17
H10 -1.5045 -1.8888 18.3811  0.20
H11 -0.6057 -0.6628 19.2148  0.16
H12 1.1956 -2.2561 18.7721  0.48
O5 1.4910 -5.5988 14.3285  -0.76
C5 1.9812 -5.4897 15.6544  -0.08
C6 1.9488 -4.0225 16.0425  -0.11
O6 2.6740 -3.4115 14.9678  -0.76
H13 1.7468 -4.7821 13.8742  0.49
H14 1.3812 -6.1444 16.2818  0.20
H15 3.0523 -5.7576 15.5913  0.16
H16 2.2933 -3.5702 16.9925  0.18
H17 0.9221 -3.7446 16.0067  0.16
H18 2.2449 -2.5738 14.7700  0.50
O7 -0.7324 -6.8714 11.7168  -0.96
H19 -0.1237 -6.2527 12.1679  0.50
H20 -0.9477 -6.3890 10.9276  0.47
O8 -4.6275 -4.2911 12.9328  -0.97
H21 -4.3744 -5.2159 13.0608  0.50
H22 -5.4492 -4.3216 12.4517  0.48
O9 0.0295 -4.0135 12.7666  -1.03
H23 -0.7325 -3.4870 12.5115  0.51
H24 -0.0268 -4.4869 13.6163  0.50
O10 -2.4802 -2.3716 12.9408  -1.00
H25 -2.4488 -2.5805 13.8983  0.50
H26 -3.2344 -2.8599 12.5689  0.50
O11 -2.9477 -6.4799 13.9698  -1.00
H27 -2.3878 -6.6559 13.1599  0.51
H28 -3.1399 -7.3382 14.3488  0.48
O12 -3.4246 -3.7820 18.3230  -0.96
H29 -3.5693 -3.6302 17.3682  0.49
H30 -4.3173 -3.6190 18.6816  0.47
O13 -0.7480 -4.8516 17.5946  -1.00
H31 -0.3762 -4.0927 18.0821  0.51
H32 -1.4542 -5.2331 18.1182  0.49
O14 -2.3433 -3.6376 15.4708  -1.02
H33 -2.7302 -4.2848 14.8628  0.49
H34 -1.7288 -4.1708 16.0502  0.52

Output
HOMO level   -10.1 eV
SMILES   OCCO.OCCO.OCCO.O.O.O.O.O.O.O.O
Orbital gap   0.379 Eh
ΔE to the lowest compared entry with this formula, charge and spin   0.986 eV
F_max   2.21 eV Å⁻¹

---

Entry 3:
ORCA calculation (ωB97M-V with the def2-TZVPD basis set) on a 13-piece molecular cluster, C6H36O12 overall.

Each line ends with the natural charge from an NBO analysis.
Geometry (Å):
C1 0.2644 3.8997 -2.6707  -0.61
C2 -0.4692 3.3331 -1.4709  -0.41
C3 0.4546 2.4029 -0.6741  -0.44
C4 -0.3665 1.3138 0.0378  0.05
C5 -1.1962 1.6628 1.0035  -0.46
C6 -0.3787 -0.0750 -0.5309  -0.69
H1 -0.3487 4.4084 -3.4107  0.22
H2 0.8586 3.1276 -3.1652  0.20
H3 1.0292 4.6125 -2.3528  0.20
H4 -0.8237 4.1075 -0.7823  0.20
H5 -1.4190 2.8669 -1.7463  0.22
H6 1.1678 1.9642 -1.3707  0.20
H7 0.9495 2.8348 0.1979  0.19
H8 -1.8371 1.0032 1.5914  0.20
H9 -1.3938 2.5977 1.5219  0.20
H10 0.0799 -0.7997 0.1649  0.24
H11 -1.4243 -0.3606 -0.5361  0.25
H12 0.3129 -0.3547 -1.3204  0.23
H13 1.6935 3.1829 2.2612  0.48
H14 1.3784 4.3822 3.0073  0.48
O1 1.6644 3.4750 3.1858  -0.95
H15 -1.0221 -1.7202 2.3759  0.51
H16 -2.2374 -2.6265 2.1544  0.48
O2 -1.3536 -2.4360 1.8235  -0.97
H17 0.8702 -2.8734 1.3985  0.49
H18 0.7659 -3.7774 0.1839  0.45
O3 0.9680 -3.7884 1.1215  -0.94
H19 0.2105 1.9363 3.8644  0.49
H20 1.0618 1.2008 4.7978  0.47
O4 0.1615 1.1763 4.4630  -0.96
H21 -0.1463 -1.1769 4.5554  0.49
H22 -0.3032 -2.6700 4.8206  0.48
O5 -0.7041 -1.9363 4.3443  -0.96
H23 0.3883 -3.4157 -3.9330  0.47
H24 -0.8373 -3.6056 -3.2869  0.48
O6 0.1052 -3.7759 -3.0786  -0.96
H25 3.6979 2.2106 2.7938  0.48
H26 5.0223 1.5175 2.3767  0.48
O7 4.0704 1.5129 2.2575  -0.96
H27 0.0330 -0.4473 -3.7222  0.48
H28 0.3848 0.7637 -3.0150  0.46
O8 0.6741 0.2800 -3.8007  -0.94
H29 -0.9476 -3.7588 -0.9954  0.50
H30 -1.7958 -3.0039 0.1604  0.52
O9 -1.7176 -3.2235 -0.7897  -0.99
H31 -2.0103 1.2279 -4.4125  0.48
H32 -3.2352 0.5278 -3.8696  0.46
O10 -2.9288 1.3868 -4.1750  -0.94
H33 2.9335 -0.9002 1.7748  0.50
H34 2.0438 -0.6370 0.4664  0.48
O11 2.1679 -1.1590 1.2586  -0.97
H35 -2.7169 -1.7176 -3.2866  0.46
H36 -2.0369 -2.3703 -2.0535  0.51
O12 -1.8399 -1.9309 -2.9485  -1.02

Output
HOMO level   -9.4 eV
Orbital gap   0.341 Eh
ΔE to the lowest compared entry with this formula, charge and spin   3.056 eV
F_max   2.19 eV Å⁻¹

---

Entry 4:
ORCA calculation (ωB97M-V with the def2-TZVPD basis set) on C6H36O13 as an isolated structure.

Each line ends with the natural charge from an NBO analysis.
Geometry (Å):
C1 1.3303 -1.0042 -2.9316  -0.62
C2 0.8363 -0.4326 -1.6500  -0.46
C3 -0.0764 0.8167 -1.6639  -0.14
C4 -0.5227 1.3306 -0.5277  -0.29
C5 -1.5605 2.3942 -0.6552  -0.18
C6 -1.3993 3.5362 0.0237  -0.44
H1 0.5618 -1.4472 -3.5848  0.19
H2 2.1153 -1.7544 -2.9245  0.24
H3 1.8869 -0.2414 -3.4837  0.21
H4 1.6230 0.1062 -1.0996  0.23
H5 0.3673 -1.1604 -0.9881  0.21
H6 -0.3579 1.1093 -2.6561  0.19
H7 -0.3650 0.8486 0.4270  0.23
H8 -2.3942 2.0026 -1.1865  0.22
H9 -0.5440 3.6980 0.6558  0.19
H10 -2.2297 4.2094 0.2065  0.20
H11 1.1528 3.4432 -0.8126  0.50
H12 0.3895 4.7137 -1.2616  0.50
O1 1.0348 4.0616 -1.5401  -0.93
H13 -2.6296 -2.4428 1.4720  0.52
H14 -3.0494 -3.7498 0.6033  0.49
O2 -2.4738 -3.3878 1.2776  -1.03
H15 1.6846 2.3299 -2.7310  0.47
H16 2.1351 3.5071 -1.8745  0.47
O3 2.4495 2.6748 -2.2599  -0.99
H17 2.7435 -2.0624 0.1699  0.50
H18 2.8259 -3.1346 -0.9880  0.47
O4 2.9752 -2.2065 -0.7761  -0.98
H19 -0.6971 0.5306 2.9839  0.50
H20 -1.8355 1.6445 2.8048  0.49
O5 -1.6321 0.7432 3.0858  -0.98
H21 1.6849 -2.4507 2.5173  0.50
H22 1.3443 -3.1323 1.1008  0.52
O6 1.5823 -2.3221 1.5690  -0.99
H23 -3.1595 -0.1460 0.5752  0.51
H24 -3.0584 -0.3357 2.1327  0.50
O7 -3.0922 -0.8006 1.2893  -1.00
H25 1.9844 -0.5813 1.3509  0.48
H26 2.7597 0.7308 1.1417  0.48
O8 2.5033 0.0939 1.8515  -1.00
H27 -3.9144 0.2334 -2.0021  0.48
H28 -3.1948 -0.9559 -1.6129  0.48
O9 -3.6306 -0.1822 -1.1752  -0.95
H29 -0.7132 -4.6701 1.0599  0.48
H30 -0.5013 -3.6168 2.0374  0.49
O10 -0.1116 -4.4624 1.7865  -0.96
H31 3.3915 1.7526 -1.0358  0.51
H32 3.6614 0.3013 -0.3616  0.48
O11 3.7791 1.2536 -0.2923  -0.99
H33 0.6785 2.4394 3.8588  0.48
H34 1.3764 2.4979 2.4988  0.49
O12 0.5001 2.4881 2.9123  -0.96
H35 -2.3013 -2.3850 -1.2185  0.48
H36 -2.5474 -3.2284 -2.4996  0.48
O13 -2.9497 -2.9404 -1.6700  -0.94

Output
HOMO level   -9.5 eV
Orbital gap   0.347 Eh
ΔE to the lowest compared entry with this formula, charge and spin   4.889 eV
F_max   4.34 eV Å⁻¹

---

Entry 5:
ORCA calculation (ωB97M-V with the def2-TZVPD basis set) on a 12-piece molecular cluster, C6H36O15 overall.

Each line ends with the natural charge from an NBO analysis.
Geometry (Å):
O1 -1.1382 -3.1807 1.1359  -0.71
C1 -2.3282 -3.0457 0.4529  -0.08
C2 -2.1042 -2.0147 -0.5281  -0.10
O2 -1.7682 -0.7917 0.0259  -0.76
H1 -0.5752 -2.3977 0.9829  0.49
H2 -2.6702 -3.9317 -0.0941  0.18
H3 -3.2302 -2.6577 0.9189  0.14
H4 -2.9732 -1.8197 -1.0641  0.16
H5 -1.4222 -2.2117 -1.3171  0.19
H6 -2.5802 -0.3107 0.3589  0.49
O3 -0.7482 4.1233 -3.2761  -0.72
C3 -0.3682 3.7033 -2.0241  -0.07
C4 -1.5352 4.0323 -1.0081  -0.08
O4 -1.0692 3.4523 0.1849  -0.75
H7 -1.5652 3.6853 -3.5561  0.47
H8 0.0158 2.7133 -2.0281  0.17
H9 0.4808 4.2543 -1.6141  0.17
H10 -2.4912 3.6933 -1.3271  0.15
H11 -1.6412 5.0923 -0.7501  0.18
H12 -1.2362 2.5423 0.1919  0.49
O5 1.5038 -2.2127 -0.2421  -0.78
C5 2.1398 -3.3487 -0.8691  -0.08
C6 1.0748 -4.3127 -1.5041  -0.08
O6 1.7368 -5.5097 -1.8731  -0.73
H13 1.7198 -2.1067 0.7269  0.49
H14 2.9458 -2.9927 -1.5421  0.18
H15 2.6778 -3.8877 -0.1221  0.17
H16 0.6968 -3.8347 -2.4041  0.17
H17 0.3458 -4.4607 -0.7821  0.18
H18 1.1208 -6.2817 -2.0191  0.48
O7 -1.7082 0.8553 -2.7211  -0.96
H19 -0.9792 0.3263 -2.4951  0.49
H20 -2.4482 0.6303 -2.1761  0.46
O8 -1.5972 1.5553 2.5159  -0.98
H21 -0.7912 2.0603 2.6999  0.47
H22 -1.4352 0.5793 2.5979  0.48
O9 2.4598 0.7723 -1.6071  -0.98
H23 1.8118 0.8113 -0.8851  0.49
H24 3.2868 0.4673 -1.1121  0.46
O10 2.4548 1.4083 2.3149  -0.95
H25 3.0608 2.0333 2.6809  0.50
H26 3.0238 0.6853 2.0489  0.49
O11 1.4348 4.1363 0.9869  -0.95
H27 1.1728 4.0203 1.8539  0.45
H28 0.7598 3.7813 0.4599  0.49
O12 0.5278 -0.9247 -2.4791  -1.00
H29 0.7078 -1.4757 -1.7291  0.48
H30 1.0798 -0.1217 -2.3831  0.50
O13 0.5698 0.8853 0.1979  -0.98
H31 0.9118 0.9923 1.0749  0.49
H32 -0.0802 0.2053 0.1199  0.51
O14 0.8448 0.5643 4.2879  -0.96
H33 1.4688 1.0753 3.7579  0.50
H34 0.8208 0.9773 5.1609  0.50
O15 -0.7022 -0.9997 2.9989  -0.98
H35 -0.0942 -0.3477 3.4889  0.50
H36 -1.5772 -0.9327 3.3059  0.46

Output
HOMO level   -9.2 eV
SMILES   OCCO.OCCO.OCCO.O.O.O.O.O.O.O.O.O
Orbital gap   0.318 Eh
ΔE to the lowest compared entry with this formula, charge and spin   3.759 eV
F_max   3.61 eV Å⁻¹

---

> Among the records above, which one has the highest HOMO level?

C6H36O15

---

> Among the records above, which one has the lowest HOMO level?

C6H34O14